No. 1
Density functional theory data (ωB97M-V with the def2-TZVPD basis set) for a structure of composition C35H29I2N6O2PbS2Se2.

Results
Energy relative to the best compared isomer or geometry (same formula, charge and spin) in eV: 0.507
LUMO in eV: -3.703
HOMO level in eV: -9.6

Geometry as ORCA input:
```
! wB97M-V def2-TZVPD RIJCOSX def2/J DEFGRID3
* xyz 1 1
Pb -0.8012 -0.1966 0.5152
C -2.1683 2.6488 2.4735
O -1.0966 2.2601 1.6272
C -0.1212 3.1785 1.3361
C -0.2346 4.5197 1.6668
C 0.7620 5.4162 1.3108
C 1.8791 4.9686 0.6258
C 2.0043 3.6271 0.3150
C 1.0135 2.7039 0.6565
N 1.1245 1.3204 0.3694
N 2.2675 1.0046 -0.0982
C 2.7191 -0.2475 -0.2450
C 2.2201 -1.3887 0.4697
O 1.1276 -1.4080 1.1320
C 3.0434 -2.5641 0.5018
C 4.1515 -2.6840 -0.2629
C 4.6132 -1.6114 -1.0853
C 5.7374 -1.7588 -1.9156
C 6.1781 -0.7154 -2.6905
C 5.4916 0.5032 -2.6628
C 4.3817 0.6646 -1.8661
C 3.9214 -0.3842 -1.0540
H -1.7976 3.0293 3.4281
H -2.7596 1.7518 2.6457
H -2.7985 3.4035 1.9979
H -1.1060 4.8840 2.1921
H 0.6510 6.4602 1.5698
H 2.6539 5.6661 0.3385
H 2.8747 3.2588 -0.2059
H 2.6800 -3.3821 1.1110
H 4.7010 -3.6186 -0.2802
H 6.2497 -2.7133 -1.9357
H 7.0499 -0.8316 -3.3201
H 5.8334 1.3217 -3.2826
H 3.8434 1.6015 -1.8522
C -4.4661 -2.5012 -0.2074
C -4.2086 -2.1987 1.2265
N -3.1393 -1.6351 1.6927
C -3.1273 -1.5613 3.0623
C -4.2488 -2.0653 3.6506
S -5.3309 -2.6643 2.4689
C -1.9514 -1.0428 3.7655
C -1.7566 -1.1614 5.1077
S -0.2484 -0.5038 5.5573
C 0.0639 -0.0877 3.9137
N -0.9011 -0.4229 3.0988
C 1.3377 0.5758 3.5321
H -3.7275 -2.0033 -0.8344
H -5.4687 -2.1860 -0.4972
H -4.3958 -3.5775 -0.3773
H -4.4893 -2.1147 4.6995
H -2.4084 -1.6050 5.8411
H 2.0204 0.6219 4.3776
H 1.1544 1.5876 3.1674
H 1.7961 0.0111 2.7232
Se -1.7311 -1.1304 -3.6270
Se 0.4731 -1.3373 -2.9110
C 0.1889 -2.8512 -1.7394
C 0.8511 -4.0419 -2.0003
C 0.5936 -5.1269 -1.1783
C -0.3184 -4.9890 -0.1449
C -0.9313 -3.7607 0.0330
N -0.6790 -2.7091 -0.7443
C -1.8804 0.7941 -3.7011
C -2.1963 1.3591 -4.9291
C -2.3436 2.7349 -5.0059
C -2.1570 3.4809 -3.8546
C -1.8402 2.8189 -2.6792
N -1.7040 1.4969 -2.5918
H 1.5409 -4.1096 -2.8298
H 1.0897 -6.0728 -1.3502
H -0.5495 -5.8140 0.5140
H -1.6371 -3.5929 0.8372
H -2.3136 0.7204 -5.7932
H -2.5920 3.2101 -5.9453
H -2.2604 4.5568 -3.8608
H -1.6980 3.3813 -1.7688
I -5.3711 1.1071 -2.3557
I -5.3278 3.7218 -1.8681
*
```

---

No. 2
Density functional theory data (ωB97M-V with the def2-TZVPD basis set) for the molecule C6H12O at a distorted geometry.

Results
Energy relative to the best compared isomer or geometry (same formula, charge and spin) in eV: 1.853
LUMO in eV: 0.931
HOMO level in eV: -9.2
Structure (SMILES): C=C(C)CCCO

Geometry as ORCA input:
```
! wB97M-V def2-TZVPD RIJCOSX def2/J DEFGRID3
* xyz 0 1
C 0.1380 1.0149 1.4928
O -0.8533 2.0448 1.6161
C -0.5471 -0.3361 1.2796
C -0.7847 -0.3965 -0.2572
C 0.3853 -0.6363 -1.1955
C 0.8426 0.3175 -2.0066
C 0.9309 -2.0651 -1.1624
H 0.7309 1.2079 2.3951
H 0.9472 1.0221 0.7343
H -1.4809 1.8721 0.9073
H 0.0341 -1.2239 1.5702
H -1.5030 -0.3851 1.7981
H -1.5192 -1.2249 -0.4793
H -1.2449 0.5574 -0.5208
H 0.5376 1.3459 -1.7656
H 1.1955 0.1502 -3.0192
H 1.5078 -2.3240 -2.0612
H 0.1525 -2.7943 -0.9858
H 1.5962 -2.1224 -0.3069
*
```